Entry 1:
This record from the OMol25 dataset describes a structure of composition C12H20N2O2Zn in a non-equilibrium geometry. The level of theory is the ωB97M-V functional and the def2-TZVPD basis.

Element x y z (Å)
C: 0.5798 -0.7576 -3.2957
C: 0.2029 2.7135 -2.7394
C: -0.7488 -0.8618 -3.4133
H: 1.2435 -1.5380 -3.6821
C: -0.9901 2.4738 -2.1880
H: 0.5474 3.7446 -2.8612
H: -1.2170 -1.8080 -3.7190
H: -1.5599 3.3068 -1.7551
C: -1.7150 0.2919 -3.3759
H: -2.7320 -0.1294 -3.4543
H: -1.5824 0.9519 -4.2543
C: 1.2803 0.3550 -2.5717
H: 2.3458 0.0823 -2.5405
H: 0.9714 0.4234 -1.5175
C: 1.1560 1.7061 -3.3030
H: 0.8818 1.5093 -4.3514
H: 2.1584 2.1656 -3.3080
C: -1.6764 1.1425 -2.0785
H: -2.7238 1.3675 -1.7996
H: -1.2690 0.5431 -1.2469
Zn: 0.7090 -2.4597 1.1792
H: 1.2382 -3.7619 0.6950
C: -0.8084 -1.1892 4.9350
C: -0.1635 -1.1827 3.6031
N: -0.6040 -1.9994 2.6515
O: -1.7532 -2.6980 3.1084
C: 0.9249 -0.3872 3.1957
C: 1.6002 0.6583 4.0004
N: 1.3167 -0.6958 1.9187
O: 1.9765 0.1460 1.2322
H: -1.0445 -2.2092 5.2599
H: -1.7482 -0.6275 4.9617
H: -0.1339 -0.7451 5.6704
H: -1.9809 -3.3334 2.4031
H: 2.6612 0.7389 3.7249
H: 1.1318 1.6449 3.8434
H: 1.5253 0.4186 5.0729

Results
LUMO energy (spin up / spin down) in eV: -0.28 / -0.38
Total energy in eV: -68255.763

Entry 2:
This record from the OMol25 dataset describes a structure of composition C29H37Cl5CsN5O4S4. The level of theory is the ωB97M-V functional and the def2-TZVPD basis.

Element x y z (Å)
Cs: -0.3238 -0.1182 -1.2968
N: 3.0823 -2.2050 0.1905
N: 3.3892 -1.1216 -0.6717
C: 3.9437 0.0165 -0.2175
N: 4.4168 0.8361 -1.1788
S: 4.0668 0.4187 1.4096
H: 2.0841 -2.3708 0.0942
H: 3.2654 -1.8635 1.1349
H: 3.6807 -1.4362 -1.5862
H: 4.2506 0.6586 -2.1558
H: 4.8622 1.6865 -0.8892
Cl: 1.6305 0.5680 -3.8342
C: 1.2248 -1.0965 -4.0816
C: -0.1094 -1.5480 -4.1405
C: -0.3077 -2.9306 -4.3837
Cl: -1.9414 -3.4792 -4.5195
C: 0.7368 -3.8194 -4.5150
Cl: 0.4283 -5.4827 -4.8393
C: 2.0548 -3.3709 -4.3974
Cl: 3.3658 -4.4815 -4.5054
C: 2.2723 -2.0169 -4.2007
Cl: 3.9115 -1.4595 -4.1118
O: 1.4685 1.6730 -0.2060
S: 1.4783 2.7017 0.8688
C: 0.0525 3.7515 0.5126
C: -0.7317 3.4980 -0.6026
C: -1.8351 4.3104 -0.8488
C: -2.1491 5.3510 0.0142
C: -1.3644 5.5815 1.1397
C: -0.2658 4.7758 1.3944
C: 2.7359 3.8893 0.3923
C: 3.4413 4.5638 1.3738
C: 4.4423 5.4486 0.9961
C: 4.7322 5.6332 -0.3481
C: 4.0259 4.9350 -1.3212
C: 3.0208 4.0535 -0.9537
H: -0.4990 2.6944 -1.2916
H: -2.4445 4.1216 -1.7233
H: -3.0049 5.9817 -0.1883
H: -1.6068 6.3911 1.8163
H: 0.3499 4.9451 2.2705
H: 3.2346 4.3779 2.4208
H: 5.0087 5.9765 1.7518
H: 5.5203 6.3155 -0.6389
H: 4.2601 5.0756 -2.3686
H: 2.4735 3.4792 -1.6910
C: -3.7041 0.2389 4.4910
N: -3.5190 1.4154 3.6786
C: -4.4360 2.5436 3.7723
C: -3.8216 3.5251 2.7771
N: -3.1399 2.6046 1.8780
C: -2.8561 1.4373 2.5005
S: -1.8573 0.2394 1.9000
H: -3.6723 0.5132 5.5454
H: -2.9019 -0.4614 4.2745
H: -4.6651 -0.2400 4.2770
H: -4.4786 2.9338 4.7883
H: -5.4447 2.2387 3.4694
H: -3.1068 4.1930 3.2672
H: -4.5656 4.1220 2.2541
H: -2.5396 2.9257 1.1341
C: -3.4750 -3.9717 2.4117
C: -3.0541 -3.9647 0.9468
C: -1.5667 -3.6658 0.8077
S: -1.0743 -3.5295 -0.9222
O: 0.2884 -2.8889 -0.9338
C: -0.8386 -5.2882 -1.3357
C: 0.5934 -5.7721 -1.1295
C: 1.0511 -5.8557 0.3218
H: -4.5429 -4.1667 2.5110
H: -3.2604 -3.0066 2.8750
H: -2.9390 -4.7405 2.9712
H: -3.6207 -3.2070 0.4004
H: -3.2950 -4.9275 0.4878
H: -0.9438 -4.3906 1.3311
H: -1.3503 -2.6737 1.2146
H: -1.1208 -5.3706 -2.3856
H: -1.5563 -5.8578 -0.7412
H: 1.2681 -5.1242 -1.6912
H: 0.6571 -6.7608 -1.5909
H: 1.1385 -4.8656 0.7661
H: 2.0326 -6.3258 0.3811
H: 0.3604 -6.4536 0.9231
O: -1.1429 0.5442 -3.7349
O: -1.2281 -0.8747 -3.9653

Results
LUMO energy in eV: 0.13
Total energy in eV: -152812.401

Entry 3:
This record from the OMol25 dataset describes the ion C7H12N3O3S with charge +1 in a non-equilibrium geometry. The level of theory is the ωB97M-V functional and the def2-TZVPD basis.

Element x y z (Å)
C: 0.0729 -2.0923 2.4260
C: 0.8629 0.3203 -1.8698
C: -1.1945 0.5835 -0.6449
C: 0.1498 -0.5588 -2.8448
C: -1.8005 -0.3235 -1.6769
C: 0.3484 0.4572 2.9412
C: 0.9634 0.7936 0.5256
N: 0.4338 -1.3909 1.4256
N: 0.5885 0.0352 1.6789
N: 0.2531 0.2146 -0.5296
O: -0.2123 -3.1563 2.8139
O: -1.1661 -0.0981 -2.9137
O: 0.6204 1.7646 3.2846
S: 0.1095 -0.6322 4.0943
H: 2.0097 0.2757 -1.7081
H: 0.7306 1.3078 -2.1541
H: -1.0410 1.6557 -1.0359
H: -1.5812 0.6100 0.3605
H: 0.6753 -0.4716 -3.8845
H: -0.0460 -1.6224 -2.3725
H: -1.5919 -1.3315 -1.2327
H: -2.9581 -0.0759 -1.7567
H: 2.0177 0.7710 0.2920
H: 0.7028 1.8502 0.7233
H: 0.2644 -0.8363 -0.1662
H: 0.7884 1.9504 4.2244

Results
LUMO energy in eV: -3.37
Total energy in eV: -28891.768
Charge: +1

Entry 4:
This record from the OMol25 dataset describes the molecule C5H9N in a non-equilibrium geometry. The level of theory is the ωB97M-V functional and the def2-TZVPD basis.

Element x y z (Å)
C: -2.0686 0.8162 -1.8440
C: -0.8239 1.2184 -1.6062
C: -0.0988 1.0169 -0.3370
C: 0.4105 -0.1720 -0.0104
N: 1.4648 -0.3635 0.8843
C: 1.2696 -1.4747 1.8187
H: -2.4229 0.8277 -2.8632
H: -2.7817 0.6698 -1.0405
H: -0.2885 1.5661 -2.4835
H: 0.1313 1.8880 0.2667
H: 0.0605 -1.0593 -0.5218
H: 1.5923 0.4786 1.4318
H: 1.2706 -1.1455 2.8614
H: 0.3023 -1.9652 1.6758
H: 1.9824 -2.3016 1.7678

Results
LUMO energy in eV: 1.16
Total energy in eV: -6819.113

Entry 5:
This record from the OMol25 dataset describes a cluster of 2 separate species, C25H15N2O2 in total in a non-equilibrium geometry. The level of theory is the ωB97M-V functional and the def2-TZVPD basis.

Element x y z (Å)
C: -2.4411 -0.1848 0.3269
C: -2.6147 -1.1852 -0.6290
N: -2.7629 -2.0191 -1.4448
C: -2.8831 -0.3683 1.6563
C: -2.8174 0.6861 2.6171
C: -3.3125 0.5099 3.9000
C: -3.8094 -0.7427 4.3077
C: -4.2145 -0.9551 5.6669
N: -4.5382 -1.1387 6.7779
C: -3.8938 -1.7894 3.3737
C: -3.4201 -1.6203 2.0809
H: -2.1644 0.8182 -0.0001
H: -2.4055 1.6517 2.3069
H: -3.3279 1.3413 4.6113
H: -4.3419 -2.7385 3.6798
H: -3.4941 -2.4437 1.3645
C: 2.9251 -0.1135 -5.7964
C: 3.2519 0.0676 -4.4517
C: 2.2194 0.1385 -3.5194
C: 0.8795 0.0544 -3.9097
C: 0.5442 -0.1118 -5.2530
C: 1.5703 -0.2072 -6.1966
C: -0.0128 0.1978 -2.7259
O: -1.2329 0.2742 -2.7429
C: 0.9036 0.2829 -1.5439
C: 0.5058 0.1903 -0.2461
C: 1.3426 0.5835 0.8629
C: 2.3028 1.6295 0.7501
C: 3.2648 1.8244 1.7314
C: 3.2555 1.0370 2.8959
C: 2.2428 0.0855 3.0790
C: 1.2782 -0.1139 2.0912
C: 2.3235 0.2802 -2.0418
O: 3.3796 0.3404 -1.4286
H: 3.7153 -0.1831 -6.5436
H: 4.2795 0.1556 -4.1012
H: -0.5068 -0.1648 -5.5344
H: 1.3360 -0.3505 -7.2520
H: -0.4004 -0.3517 -0.0232
H: 2.3044 2.2642 -0.1370
H: 4.0434 2.5735 1.5772
H: 4.0287 1.1687 3.6521
H: 2.2113 -0.5126 3.9933
H: 0.4863 -0.8606 2.2184

Results
LUMO energy in eV: 1.26
Total energy in eV: -33243.856
Charge: -1